# 1
DFT (ωB97M-V/def2-TZVPD) results for a structure of composition C17H28BeBrCaCl2N7O11.

Multiplicity: 1
LUMO level: -2.2 eV
Net charge: 0
HOMO-LUMO gap: 0.106 hartree

Last column: Mulliken charge in e.
Cartesian coordinates (Å):
O -0.7487 -2.5714 0.5485  -0.533
C -0.2520 -1.5688 -0.3750  -0.231
C -0.4413 -0.1333 0.2610  0.253
C -0.9846 0.8328 -0.8422  0.255
C -1.8820 1.9822 -0.3122  -0.983
N -2.9420 1.5483 0.5945  -0.050
C -3.9358 0.7557 0.2270  0.167
N -4.9211 0.4040 1.0718  -0.722
C -5.7526 -0.3776 0.3371  0.221
N -5.2684 -0.4825 -0.8689  0.082
N -4.1212 0.1995 -0.9850  0.267
H -1.7085 -2.5603 0.4209  0.304
H -0.8250 -1.6836 -1.3140  0.126
H 0.8059 -1.7431 -0.6376  0.208
H -1.0826 -0.1682 1.1525  0.626
H 0.5834 0.1986 0.4925  -0.497
H -0.1011 1.3215 -1.3059  0.669
H -1.5005 0.2875 -1.6947  -0.613
H -1.2596 2.7185 0.2154  0.436
H -2.3860 2.4620 -1.1814  0.297
H -2.9645 1.8923 1.5434  0.251
H -6.6855 -0.8619 0.6399  0.317
H -5.6204 -1.0055 -1.6839  0.313
H -3.5096 0.2932 -1.7887  0.063
C 4.1320 -3.8099 3.3449  -0.572
C 3.5868 -2.6037 3.7625  -0.718
C 3.3873 -1.5807 2.8530  -0.162
C 3.7323 -1.7762 1.5205  0.248
C 4.2847 -2.9793 1.0947  -0.421
C 4.4840 -3.9948 2.0129  -0.406
N 3.5068 -0.7289 0.5470  0.926
O 3.0137 0.3676 0.9309  -0.388
O 3.7834 -0.9560 -0.6206  -0.612
H 4.2821 -4.6099 4.0591  0.397
H 3.3140 -2.4626 4.8000  0.683
H 2.9609 -0.6461 3.1942  -0.059
H 4.5574 -3.1336 0.0604  0.477
H 4.9107 -4.9358 1.6914  0.394
O -7.1303 -3.2397 1.6549  -0.420
H -6.5109 -2.9176 2.3226  0.359
N -8.0677 -2.2186 -1.3559  0.975
O -8.6010 -1.2572 -0.7629  -0.613
O -8.5027 -3.3576 -1.2235  -0.579
O -7.0613 -2.0071 -2.0930  -0.766
Ca 2.6010 2.0274 2.3575  0.137
O 5.3618 4.0586 1.6170  -0.556
C 6.2672 3.7050 0.9152  0.495
O 6.5011 4.2181 -0.3130  -0.351
C 7.5863 3.5095 -0.9381  -0.407
C 8.3653 2.8873 0.2056  -0.520
C 7.2710 2.6169 1.2282  -0.224
H 7.1678 2.7596 -1.6135  0.263
H 8.1898 4.2058 -1.5168  0.308
H 8.9256 2.0007 -0.0871  0.335
H 9.0736 3.6133 0.6101  0.265
H 6.7988 1.6440 1.0741  0.153
H 7.6372 2.7058 2.2478  0.285
Cl -0.2409 -2.1806 2.6384  0.051
Be -1.3980 -0.2486 -3.4571  -0.050
Cl -8.5635 -2.3844 2.2089  0.030
C -5.0566 2.5567 -4.6998  -0.709
N -4.2063 1.4459 -5.2068  0.735
O -4.4873 0.9689 -6.2724  -0.480
O -3.2700 1.0921 -4.4950  -0.430
H -5.8349 2.7573 -5.4276  0.314
H -5.4853 2.2360 -3.7534  0.257
H -4.4159 3.4247 -4.5676  0.288
Br 0.6537 -2.5119 4.9374  -0.160

# 2
DFT (ωB97M-V/def2-TZVPD) results for a structure of composition C24H21N9O5S3Zr.

Multiplicity: 1
LUMO level: -6.6 eV
Net charge: +2
HOMO-LUMO gap: 0.225 hartree
ΔE to the lowest compared entry with this formula, charge and spin: 63.31 kJ/mol

Last column: Mulliken charge in e.
Cartesian coordinates (Å):
Zr -0.1808 -0.2297 -0.1085  0.949
S 2.1833 3.7726 6.1659  0.241
N 2.8203 2.4621 5.4838  -0.631
C 2.0839 2.1955 4.4146  0.835
C 2.3071 1.1031 3.4911  0.141
C 3.3858 0.2218 3.5976  -0.511
C 3.5282 -0.7619 2.6478  -1.242
C 2.5811 -0.8642 1.6361  0.030
N 1.5339 -0.0446 1.5200  0.043
C 1.4111 0.9515 2.4327  -0.103
C 0.3362 1.9125 2.2169  0.044
N -0.4143 1.7367 1.1078  0.100
C -1.3201 2.6686 0.8053  -0.331
C -1.5612 3.7777 1.6070  -1.365
C -0.8322 3.9395 2.7630  -0.511
C 0.1512 2.9972 3.0742  0.107
C 1.0327 3.1134 4.2157  0.937
N 0.9696 4.0538 5.1472  -0.648
H 4.0888 0.3380 4.4122  0.590
H 4.3537 -1.4581 2.6714  0.472
H 2.6721 -1.6431 0.8951  0.326
H -1.8405 2.5292 -0.1305  0.792
H -2.2999 4.5032 1.2987  0.495
H -0.9778 4.7890 3.4175  0.589
O 5.7582 1.7070 -3.9326  -0.514
C 4.7281 1.1283 -3.9266  -0.154
O 3.9748 0.4359 -4.7612  -0.461
C 3.5254 0.6426 -3.2588  1.559
C 3.5150 -0.5992 -2.4809  -1.353
C 2.4703 -0.9198 -1.7061  -0.478
N 1.3423 -0.1200 -1.5472  0.530
C 1.3183 1.0367 -2.3371  0.249
C 2.3135 1.4519 -3.1267  -0.913
C 0.0282 1.7957 -2.1990  0.339
O -0.1826 2.9060 -2.5752  -0.596
O -0.8815 1.0406 -1.5228  -0.263
H 4.3581 -1.2711 -2.5580  0.472
H 2.4620 -1.8593 -1.1657  0.664
H 2.2014 2.3714 -3.6849  0.620
C -2.4125 -4.0631 -3.5794  -1.266
C -1.7996 -4.1854 -2.2381  0.918
N -1.7186 -5.2581 -1.5218  -0.731
N -1.0659 -4.8849 -0.3835  0.225
C -0.7313 -3.6033 -0.3707  0.395
S 0.1546 -2.7230 0.7910  -0.486
N -1.2101 -3.1342 -1.5453  0.420
N -1.0080 -1.8058 -1.9205  -0.751
H -2.7779 -5.0405 -3.8828  0.361
H -1.6814 -3.7172 -4.3115  0.326
H -3.2542 -3.3684 -3.5683  0.316
H -0.8625 -5.5727 0.3273  0.183
H -1.8645 -1.4285 -2.3203  0.369
H -0.2732 -1.7513 -2.6264  0.424
C -4.2241 0.9379 -0.5757  -0.961
S -3.6342 -0.7002 -0.2052  0.508
C -4.6759 -1.1189 1.1746  -1.117
O -2.2476 -0.5041 0.4344  -0.483
H -5.2304 0.8376 -0.9837  0.566
H -3.5581 1.3591 -1.3282  0.190
H -4.2294 1.5381 0.3327  0.334
H -5.7029 -1.1678 0.8119  0.465
H -4.5676 -0.3602 1.9478  0.372
H -4.3685 -2.0955 1.5419  0.372

# 3
DFT (ωB97M-V/def2-TZVPD) results for a cluster of 2 separate species, C4H7N3O3 in total.

Multiplicity: 3
LUMO level (spin up / spin down): 0.7 / -3.3 eV
⟨S²⟩: 2.016
Net charge: 0
HOMO-LUMO gap (spin up / spin down): 0.233 / 0.255 hartree

Last column: Mulliken charge in e.
Cartesian coordinates (Å):
C 0.9637 1.8498 0.0077  -0.180
C 0.5595 -0.1721 -0.2105  -0.254
C 2.9571 -1.0718 0.0398  -0.728
C -3.1004 -0.2319 0.0162  0.699
N 0.0040 1.0108 -0.2097  -0.367
N 2.1391 1.2987 0.1168  -0.841
N 1.8938 -0.0135 0.0653  0.587
O -4.4836 -0.2340 0.1540  -0.452
O -2.6205 0.9655 -0.0286  -0.539
O -2.4688 -1.2839 -0.1000  -0.609
H 0.9245 2.8764 0.0626  0.498
H 3.4540 -1.1544 -0.9011  0.309
H 3.5815 -0.7640 0.8367  0.276
H 2.3151 -1.9479 0.2244  0.279
H -4.5943 -1.0940 0.4980  0.330
H -1.5411 1.1092 -0.2059  0.611
H 0.0166 -1.1431 -0.3659  0.379

# 4
DFT (ωB97M-V/def2-TZVPD) results for the ion C6H10O with charge +1.

Multiplicity: 2
LUMO level (spin up / spin down): -6.7 / -6.7 eV
⟨S²⟩: 0.754
Net charge: +1
HOMO-LUMO gap (spin up / spin down): 0.319 / 0.300 hartree
ΔE to the lowest compared entry with this formula, charge and spin: 249.73 kJ/mol

Last column: Mulliken charge in e.
Cartesian coordinates (Å):
C 2.1315 -0.6565 -0.6814  -1.266
C 1.0447 -0.0754 0.1537  1.160
C -0.2379 -0.6155 0.0209  -0.554
C -1.3950 -0.0375 0.4459  0.100
C -2.6868 -0.3384 -0.2494  -0.463
O -3.7956 -0.1887 0.4938  -0.296
C 1.2330 1.2687 0.7523  -1.410
H 2.8741 -1.1243 -0.0280  0.352
H 2.5739 0.1558 -1.2557  0.402
H 1.7089 -1.4069 -1.3377  0.376
H -0.3751 -1.4847 -0.6148  0.267
H -1.5453 0.5306 1.3673  0.430
H -2.6263 -1.2955 -0.7897  0.387
H -2.7639 0.4305 -1.0534  0.310
H 0.9021 1.2513 1.7994  0.413
H 2.2825 1.5402 0.7419  0.389
H 0.6753 2.0464 0.2349  0.401

# 5
DFT (ωB97M-V/def2-TZVPD) results for a structure of composition C18H27BrGaN7O2SbSe4.

Multiplicity: 1
LUMO level: 2.0 eV
Net charge: -1
HOMO-LUMO gap: 0.190 hartree
ΔE to the lowest compared entry with this formula, charge and spin: 0.00 kJ/mol

Last column: Mulliken charge in e.
Cartesian coordinates (Å):
Ga 7.1030 -11.1231 -7.0413  0.060
Br 9.6064 -14.4080 -11.2350  -0.155
C 8.8693 -12.7094 -11.4819  0.212
C 8.4839 -12.4148 -12.8087  -0.554
C 7.7871 -11.2279 -12.9641  -0.504
C 7.5865 -10.4208 -11.8809  -0.781
C 8.0826 -10.7799 -10.6293  1.239
N 8.7221 -11.9464 -10.4278  -0.182
C 8.1357 -9.7150 -9.5141  -0.105
O 8.0516 -8.5841 -9.9298  -0.672
O 8.2396 -10.0890 -8.2725  -0.190
H 8.7140 -13.0808 -13.6431  0.389
H 7.4813 -10.9807 -13.9904  0.368
H 7.1253 -9.4563 -11.9523  0.501
Se 6.9561 -12.8347 -2.8192  -0.639
Sb 5.2310 -11.3693 -3.7658  0.032
Se 6.5454 -9.6162 -5.3532  -0.566
Se 4.3979 -12.7815 -5.7341  -0.253
Se 2.6178 -11.4976 -6.5411  -0.678
C 8.5271 -15.2430 -4.6076  -1.096
N 9.3772 -14.0990 -4.9594  0.200
C 10.4917 -13.8128 -4.0077  -0.817
C 11.0084 -12.4743 -4.5171  -0.650
N 9.8786 -11.9675 -5.2964  0.231
C 9.9373 -10.6053 -5.8313  -1.043
C 8.9880 -12.9219 -5.5855  0.116
N 8.0350 -12.7964 -6.5132  0.764
C 7.2467 -13.9594 -6.9597  -0.951
C 6.6254 -13.5952 -8.3046  -0.840
N 6.1266 -12.2116 -8.3981  0.603
C 5.2981 -11.9186 -9.3344  -0.010
N 4.7691 -10.6617 -9.5342  0.595
C 4.8984 -9.6005 -8.5660  -0.979
C 3.5242 -10.8083 -10.2055  -0.617
C 3.7621 -12.0543 -11.0502  -0.593
N 4.7780 -12.7828 -10.3159  0.118
C 5.6016 -13.6360 -11.1399  -0.791
H 8.6979 -16.0716 -5.2831  0.330
H 7.4996 -14.9454 -4.4263  0.284
H 8.9187 -15.5890 -3.6298  0.403
H 11.2031 -14.5636 -3.9401  0.456
H 10.0585 -13.6851 -3.0153  0.362
H 11.9089 -12.5825 -5.1748  0.313
H 11.2582 -11.8119 -3.6746  0.419
H 10.7474 -10.1170 -5.3409  0.420
H 9.0332 -10.0255 -5.5770  0.055
H 10.1072 -10.6934 -6.8945  0.446
H 6.4209 -14.2660 -6.2572  0.014
H 7.8662 -14.8417 -7.1539  0.544
H 5.8085 -14.2762 -8.5046  0.490
H 7.3868 -13.6993 -9.0509  0.024
H 4.4230 -9.8946 -7.6142  0.260
H 4.3910 -8.7528 -8.9600  0.330
H 5.9374 -9.2834 -8.3992  0.099
H 3.3145 -9.9549 -10.8663  0.383
H 2.6662 -10.9670 -9.5395  0.229
H 4.1598 -11.7776 -12.0415  0.324
H 2.8581 -12.6625 -11.1886  0.326
H 5.0102 -14.5635 -11.3717  0.225
H 6.5396 -13.9018 -10.6905  0.218
H 5.7884 -13.0636 -12.0820  0.291

# 6
DFT (ωB97M-V/def2-TZVPD) results for a cluster of 2 separate species, C12H17N in total.

Multiplicity: 2
LUMO level (spin up / spin down): 3.5 / 3.5 eV
⟨S²⟩: 0.774
Net charge: -1
HOMO-LUMO gap (spin up / spin down): 0.108 / 0.245 hartree
ΔE to the lowest compared entry with this formula, charge and spin: 254.13 kJ/mol

Last column: Mulliken charge in e.
Cartesian coordinates (Å):
C -0.2782 -0.6589 2.4677  -0.035
C -0.4275 -2.0857 1.9739  -1.210
C -1.6187 -0.3113 2.9443  -1.039
H -0.1809 0.0390 1.6910  0.091
H 0.4117 -0.5821 3.2950  0.377
H -1.3292 -2.2891 1.3452  0.268
H 0.4215 -2.5443 1.5781  0.404
H -2.0167 0.6985 3.1902  0.315
H -1.8697 -0.7625 3.9024  0.330
H -0.4273 -2.7815 2.8700  0.371
H -2.2566 -0.5406 1.9716  0.128
C -2.0112 -0.3857 -1.1980  -0.622
C 0.4368 0.4381 -1.3425  1.151
C -0.9872 0.6201 -1.3886  0.630
C 1.0846 1.6479 -1.6079  -0.829
C -1.2460 1.9249 -1.7567  -1.251
C 2.5455 -0.6639 -1.2799  -0.429
C 3.2811 0.5869 -1.3294  -0.601
C 1.1643 -0.7141 -1.2573  -0.233
C 2.5291 1.8117 -1.5170  -0.836
N 0.1077 2.6467 -1.8782  -0.068
H 3.2619 -1.4947 -0.9582  0.189
H 4.3478 0.4637 -1.3943  0.348
H 0.7166 -1.7819 -1.4348  -0.011
H 3.1464 2.6488 -1.5065  0.443
H -2.1785 -1.1998 -1.9574  0.301
H -3.0392 0.1354 -0.9513  0.217
H -2.0588 2.5379 -1.8565  0.518
H 0.2721 3.5804 -2.2880  0.211
H -1.8016 -0.9839 -0.3268  -0.126

no.,energy (eV)
1,-164945.0511
2,-82653.3426
3,-14869.4497
4,-8420.5657
5,-423977.5383
6,-14206.4000